This record from OMol25 describes a structure of composition C33H29Br4F5GeN5O7RuS2. The level of theory is wB97M-V/def2-TZVPD.

Last column: Mulliken spin population.
Element x y z (Å)
Ru1 -1.10 -0.03 1.71  0.873
Br1 4.47 4.53 1.76  0.000
C1 3.62 2.93 1.25  -0.001
C2 4.36 1.88 0.73  0.002
Br2 6.23 1.99 0.58  0.000
C3 3.69 0.74 0.30  -0.001
Br3 4.58 -0.68 -0.57  0.000
C4 2.31 0.61 0.43  0.011
O1 1.67 -0.44 -0.10  0.016
C5 1.56 1.61 1.09  -0.007
O2 0.27 1.48 1.33  -0.045
C6 2.23 2.80 1.40  0.005
Br4 1.18 4.27 1.95  0.001
N1 0.10 2.03 4.11  0.015
C7 -0.87 1.22 4.50  0.015
N2 -1.51 0.42 3.66  -0.016
C8 -2.45 -0.37 4.32  0.009
C9 -2.55 -0.16 5.64  0.005
S1 -1.43 1.07 6.13  0.002
C10 -3.18 -1.27 3.44  0.007
C11 -4.23 -2.08 3.65  0.000
S2 -4.75 -2.78 2.16  -0.001
C12 -3.50 -1.91 1.32  0.000
N3 -2.74 -1.22 2.13  -0.004
N4 -3.34 -1.95 -0.02  -0.001
H1 0.24 2.13 3.10  0.010
H2 0.47 2.73 4.72  -0.001
H3 -3.19 -0.64 6.36  0.000
H4 -4.75 -2.29 4.57  0.000
H5 -4.08 -2.34 -0.58  0.000
H6 -2.85 -1.16 -0.41  0.000
C13 0.05 3.40 -1.86  0.000
C14 0.92 3.39 -3.11  0.000
C15 1.14 2.00 -3.69  0.000
C16 1.93 1.07 -2.75  0.000
Ge1 0.86 -0.21 -1.74  -0.021
C17 0.91 -2.02 -2.47  0.002
C18 0.56 -2.19 -3.95  0.000
C19 -0.94 -2.26 -4.25  0.000
C20 -1.67 -0.93 -4.16  0.000
H7 -0.12 4.41 -1.49  0.000
H8 0.50 2.83 -1.04  0.000
H9 -0.93 2.95 -2.06  0.001
H10 1.89 3.84 -2.89  0.000
H11 0.45 4.02 -3.87  0.000
H12 1.68 2.09 -4.63  0.000
H13 0.16 1.57 -3.94  0.000
H14 2.48 1.68 -2.02  0.000
H15 2.68 0.50 -3.29  0.000
H16 -0.54 0.33 -1.42  0.001
H17 0.29 -2.65 -1.84  0.000
H18 1.95 -2.33 -2.29  0.000
H19 1.02 -3.12 -4.30  0.000
H20 1.01 -1.39 -4.55  0.000
H21 -1.40 -2.98 -3.57  0.000
H22 -1.07 -2.67 -5.25  0.000
H23 -1.66 -0.51 -3.15  0.001
H24 -2.72 -1.04 -4.45  0.000
H25 -1.22 -0.19 -4.83  0.000
F1 -3.97 5.89 -0.78  0.000
C21 -3.58 4.64 -0.47  0.007
C22 -3.75 3.61 -1.38  -0.003
F2 -4.29 3.86 -2.57  0.000
C23 -3.35 2.33 -1.05  0.007
F3 -3.50 1.35 -1.96  0.001
C24 -2.75 2.02 0.18  -0.007
O3 -2.37 0.78 0.39  0.027
C25 -2.62 3.08 1.07  0.008
F4 -2.12 2.86 2.30  0.001
C26 -3.01 4.37 0.76  -0.001
F5 -2.86 5.34 1.65  0.000
O4 0.42 -1.18 2.52  -0.003
C27 0.42 -1.98 1.54  0.025
O5 -0.49 -1.84 0.66  0.063
C28 1.47 -3.02 1.42  -0.002
C29 1.31 -4.05 0.50  0.000
C30 2.32 -4.99 0.34  0.000
C31 3.46 -4.86 1.11  0.000
C32 3.63 -3.85 2.04  0.000
C33 2.62 -2.92 2.19  0.000
N5 4.54 -5.85 0.94  0.000
O6 5.53 -5.74 1.64  0.000
O7 4.38 -6.73 0.11  0.000
H26 0.41 -4.11 -0.09  0.001
H27 2.24 -5.81 -0.36  0.000
H28 4.55 -3.79 2.61  0.000
H29 2.71 -2.10 2.89  -0.001

Calculated values
Energy relative to the best compared isomer or geometry (same formula, charge and spin), kJ/mol: 0.0
⟨S²⟩: 0.76
HOMO-LUMO gap (alpha / beta), eV: 7.15 / 6.97
Highest occupied orbital energy (alpha / beta), eV: -7.88 / -7.89
Lowest unoccupied orbital energy (alpha / beta), Eh: -0.0268 / -0.0338
2S+1: 2


This record from OMol25 describes a structure of composition C33H29BrCl3GeNO2P2Pt at a distorted geometry. The level of theory is wB97M-V/def2-TZVPD.

Last column: Mulliken spin population.
Element x y z (Å)
Pt1 0.22 0.13 -0.09  1.134
C1 -0.74 -2.90 1.88  0.025
C2 -0.92 -1.68 2.85  0.011
P1 -0.30 -0.09 2.05  0.128
C3 -1.47 1.25 2.23  0.044
C4 -2.80 1.07 2.62  0.005
C5 -3.65 2.14 2.95  0.014
C6 -3.14 3.41 2.84  0.092
C7 -1.82 3.68 2.37  -0.027
C8 -1.01 2.57 2.05  0.086
C9 1.12 0.22 3.08  -0.031
C10 2.38 -0.37 2.78  0.015
C11 3.40 -0.32 3.70  0.004
C12 3.22 0.44 4.89  0.017
C13 2.06 1.13 5.08  -0.001
C14 1.02 1.06 4.17  0.026
C15 -1.56 -2.86 0.61  0.007
P2 -0.80 -1.79 -0.70  0.281
C16 0.29 -2.84 -1.65  0.158
C17 0.56 -2.41 -2.95  0.266
C18 1.24 -3.28 -3.78  0.097
C19 1.83 -4.43 -3.28  0.104
C20 1.65 -4.81 -1.96  0.212
C21 0.86 -4.00 -1.12  0.215
C22 -2.17 -1.66 -1.88  0.022
C23 -2.94 -2.77 -2.24  0.019
C24 -4.08 -2.63 -3.04  -0.007
C25 -4.47 -1.36 -3.53  0.027
C26 -3.77 -0.23 -3.10  0.017
C27 -2.64 -0.41 -2.28  -0.005
H1 -1.05 -3.78 2.46  -0.001
H2 0.32 -3.03 1.61  -0.001
H3 -0.35 -1.87 3.76  -0.002
H4 -1.96 -1.62 3.13  0.003
H5 -3.20 0.07 2.77  -0.002
H6 -4.67 2.03 3.21  0.003
H7 -3.78 4.26 3.04  0.002
H8 -1.53 4.74 2.19  0.001
H9 0.02 2.78 1.63  0.015
H10 2.46 -0.89 1.76  0.000
H11 4.30 -0.82 3.45  0.000
H12 4.08 0.51 5.61  0.000
H13 1.98 1.90 5.91  0.000
H14 0.11 1.69 4.33  0.006
H15 -2.58 -2.44 0.87  0.001
H16 -1.78 -3.84 0.16  0.005
H17 0.03 -1.52 -3.31  -0.109
H18 1.38 -3.02 -4.82  0.003
H19 2.34 -5.05 -3.99  0.006
H20 2.28 -5.67 -1.59  -0.015
H21 0.60 -4.31 -0.13  0.035
H22 -2.77 -3.76 -1.78  0.004
H23 -4.70 -3.51 -3.25  0.000
H24 -5.35 -1.32 -4.18  0.000
H25 -4.03 0.75 -3.38  0.001
H26 -2.06 0.48 -1.98  0.013
Br1 2.46 7.28 -1.80  0.362
C28 2.39 5.47 -1.20  0.232
C29 3.32 4.99 -0.19  0.120
N1 3.32 3.75 0.21  -0.040
C30 2.32 2.95 -0.29  0.125
C31 1.51 3.25 -1.33  0.008
C32 1.53 4.57 -1.85  0.112
C33 0.82 2.13 -2.12  0.001
O1 0.11 2.55 -3.04  0.013
O2 1.07 0.84 -1.77  0.135
H27 4.05 5.69 0.23  -0.002
H28 2.28 2.04 0.19  0.111
H29 0.90 4.89 -2.65  0.002
Cl1 2.49 -0.78 -5.86  0.196
Ge1 2.44 0.12 -3.78  0.487
Cl2 3.37 2.11 -4.14  0.101
Cl3 3.94 -0.84 -2.59  0.115

Calculated values
⟨S²⟩: 8.80
HOMO-LUMO gap (alpha / beta), eV: 6.99 / 3.87
Highest occupied orbital energy (alpha / beta), eV: -15.31 / -16.61
Lowest unoccupied orbital energy (alpha / beta), Eh: -0.3058 / -0.4680
2S+1: 6
Charge: +3


This record from OMol25 describes a structure of composition C33H29BrF11N6O3Se3TeTl. The level of theory is wB97M-V/def2-TZVPD.

Last column: Mulliken charge in e.
Element x y z (Å)
Tl1 -0.75 0.89 0.22  0.476
C1 2.94 1.09 -0.83  -1.284
N1 1.98 0.36 0.00  1.538
C2 2.12 -1.09 -0.24  -0.296
C3 1.99 -1.49 -1.72  -2.008
N2 0.65 -1.78 -2.20  -0.327
C4 0.14 -3.03 -2.06  0.134
C5 0.67 -4.07 -1.25  0.594
F1 1.74 -3.88 -0.44  -0.385
C6 0.12 -5.34 -1.17  -0.060
F2 0.69 -6.25 -0.36  -0.340
C7 -1.01 -5.68 -1.88  0.704
F3 -1.55 -6.92 -1.81  -0.351
C8 -1.56 -4.70 -2.69  -0.020
F4 -2.64 -5.00 -3.43  -0.343
C9 -1.00 -3.45 -2.78  0.281
F5 -1.60 -2.61 -3.65  -0.330
C10 2.26 0.70 1.39  -1.445
C11 1.35 0.08 2.42  -0.611
N3 -0.05 0.43 2.23  0.484
C12 -0.89 0.33 3.28  0.133
C13 -0.59 -0.20 4.56  0.398
F6 0.62 -0.75 4.84  -0.373
C14 -1.49 -0.27 5.61  0.041
F7 -1.09 -0.79 6.79  -0.342
C15 -2.78 0.17 5.47  0.703
F8 -3.66 0.12 6.50  -0.358
C16 -3.15 0.67 4.23  -0.085
F9 -4.41 1.09 4.05  -0.334
C17 -2.25 0.74 3.20  -0.088
F10 -2.73 1.21 2.04  -0.257
H1 3.92 0.59 -0.79  0.345
H2 2.61 1.14 -1.87  -0.036
H3 3.04 2.10 -0.46  0.588
H4 3.12 -1.40 0.12  0.164
H5 1.37 -1.62 0.35  0.290
H6 2.37 -0.69 -2.36  0.630
H7 2.64 -2.34 -1.91  0.296
H8 3.30 0.41 1.64  0.369
H9 2.19 1.79 1.47  0.365
H10 1.49 -1.01 2.43  0.400
H11 1.71 0.45 3.38  0.670
C18 -3.22 7.34 -1.45  -0.985
C19 -1.78 7.77 -1.20  -1.131
N4 -0.91 6.65 -0.90  0.281
C20 -0.82 6.21 0.41  -0.203
C21 -0.18 5.09 0.79  -0.376
C22 -0.42 4.39 2.14  -0.025
O1 -0.29 4.99 3.21  -0.815
O2 -0.88 3.26 1.86  -0.408
C23 0.63 4.38 -0.18  1.011
O3 1.29 3.38 0.07  -0.454
C24 0.62 4.92 -1.55  0.346
C25 1.39 4.26 -2.51  -0.350
C26 1.17 4.55 -3.81  0.081
F11 1.89 3.96 -4.79  -0.367
C27 0.11 5.37 -4.20  -1.128
C28 -0.56 6.13 -3.27  -0.387
C29 -0.26 5.95 -1.90  0.517
N5 -0.39 5.23 -5.54  0.376
C30 0.30 5.92 -6.60  -0.417
C31 -0.59 5.91 -7.83  -0.795
N6 -0.91 4.47 -8.17  -0.125
C32 -1.60 3.76 -7.01  -1.037
C33 -0.65 3.82 -5.86  1.522
H12 -3.85 8.20 -1.69  0.384
H13 -3.63 6.85 -0.57  0.326
H14 -3.28 6.62 -2.27  0.270
H15 -1.74 8.45 -0.35  0.487
H16 -1.37 8.30 -2.06  0.446
H17 -1.40 6.78 1.12  0.394
H18 2.08 3.49 -2.21  0.209
H19 -1.39 6.74 -3.60  0.334
H20 1.26 5.45 -6.85  0.288
H21 0.50 6.95 -6.31  0.432
H22 -0.12 6.35 -8.71  0.410
H23 -1.55 6.39 -7.62  0.366
H24 -0.03 3.98 -8.33  0.415
H25 -1.46 4.41 -9.03  0.357
H26 -1.82 2.74 -7.33  0.416
H27 -2.52 4.31 -6.82  0.338
H28 0.26 3.26 -6.10  0.353
H29 -1.09 3.33 -4.98  -1.680
Se1 -2.73 2.27 -0.81  -0.190
Se2 -1.95 2.47 -3.01  -0.532
Te1 -0.54 0.06 -2.79  0.615
Se3 1.18 0.78 -4.45  -0.846
Br1 -1.74 -1.78 0.42  -0.648

Calculated values
Energy relative to the best compared isomer or geometry (same formula, charge and spin), kJ/mol: 208.5
HOMO-LUMO gap, eV: 3.05
Highest occupied orbital energy, eV: -1.23
Lowest unoccupied orbital energy, Eh: 0.0668
Charge: -2